# 1
The following is a quantum chemistry calculation of C30H39GeN2O2ReS3 as an isolated structure, from the Open Molecules 2025 dataset.

Calculated values
Multiplicity: 2
Relative energy (zero: lowest compared OMol25 entry of this formula, charge and spin) (eV): 0.000
Expectation value of S²: 0.7606
Charge: +1
Orbital gap (spin up / spin down) (eV): 6.75 / 6.80

Atoms and positions in Å:
Re  0.9517  -0.6069  2.0619
C  0.0465  -3.2792  4.0211
C  0.5003  -2.2306  5.0321
S  0.0478  -0.5135  4.6995
C  -1.7262  -0.4818  5.0462
C  -2.6714  -1.1068  4.0229
S  -2.4469  -0.3761  2.3851
C  -2.3369  -1.7888  1.2577
C  -1.6003  -3.0334  1.7147
S  0.1508  -2.8359  2.2404
H  -0.9796  -3.5902  4.2031
H  0.6710  -4.1642  4.1396
H  1.5872  -2.2029  5.0746
H  0.1335  -2.5048  6.0226
H  -1.9583  0.5773  5.1680
H  -1.8678  -0.9490  6.0228
H  -3.6957  -0.9432  4.3600
H  -2.5267  -2.1818  3.9627
H  -1.8109  -1.3711  0.3970
H  -3.3361  -2.0898  0.9391
H  -1.5536  -3.7104  0.8598
H  -2.1247  -3.5684  2.5054
N  -0.4143  3.7521  -0.9344
C  -1.5681  3.7371  0.0283
C  -1.2994  2.6433  1.0566
N  -0.0202  2.7722  1.7046
C  1.0881  2.8996  0.7909
C  0.8982  3.9988  -0.2458
H  -0.5698  4.4318  -1.6767
H  -0.3681  2.8328  -1.4015
H  -2.4707  3.5480  -0.5513
H  -1.6211  4.7266  0.4825
H  -1.3212  1.6720  0.5471
H  -2.0999  2.6271  1.7938
H  0.0050  3.3973  2.4957
H  1.2029  1.9431  0.2640
H  2.0097  3.0594  1.3465
H  1.6750  3.9835  -1.0095
H  0.8430  4.9904  0.2039
O  2.1503  1.0702  2.8300
C  2.9055  0.3044  3.4930
O  2.7425  -0.9414  3.4202
H  3.6787  0.7318  4.1402
C  0.6572  -0.5642  0.3404
Ge  0.6270  -0.4909  -1.5726
C  -0.6481  0.8674  -2.2404
C  -0.2261  1.8891  -3.0953
C  -1.1393  2.7761  -3.6622
C  -2.4955  2.6517  -3.3851
C  -2.9348  1.6417  -2.5344
C  -2.0172  0.7634  -1.9687
C  0.0087  -2.2122  -2.2406
C  -0.8307  -2.3441  -3.3440
C  -1.2380  -3.5994  -3.7788
C  -0.8061  -4.7374  -3.1139
C  0.0354  -4.6206  -2.0147
C  0.4378  -3.3659  -1.5807
C  2.3725  0.0198  -2.2587
C  3.2666  0.7288  -1.4586
C  4.4902  1.1453  -1.9664
C  4.8329  0.8506  -3.2788
C  3.9553  0.1343  -4.0813
C  2.7310  -0.2780  -3.5728
H  0.8270  1.9823  -3.3361
H  -0.7930  3.5462  -4.3404
H  -3.2099  3.3215  -3.8473
H  -3.9927  1.5263  -2.3310
H  -2.3770  -0.0342  -1.3258
H  -1.1793  -1.4623  -3.8716
H  -1.8901  -3.6888  -4.6381
H  -1.1203  -5.7154  -3.4544
H  0.3830  -5.5091  -1.5022
H  1.1016  -3.2817  -0.7254
H  3.0156  0.9299  -0.4214
H  5.1825  1.6881  -1.3352
H  5.7892  1.1688  -3.6731
H  4.2282  -0.1090  -5.1001
H  2.0565  -0.8468  -4.2049

Atoms 1-6, force components in eV/Å:
-0.2 -0.4 0.3
0.0 0.0 0.0
0.0 0.0 0.0
0.1 -0.1 0.0
0.0 0.0 -0.1
0.0 0.0 0.0

---

# 2
The following is a quantum chemistry calculation of a 2-piece molecular cluster, C3H9NO2 overall in a non-equilibrium geometry, from the Open Molecules 2025 dataset.

Calculated values
Structure (SMILES): CC(=O)O.CN
Relative energy (zero: lowest compared OMol25 entry of this formula, charge and spin) (eV): 2.082
Orbital gap (eV): 10.80

Atoms and positions in Å:
C  -1.7272  1.9143  0.9458
C  -1.1369  0.9712  -0.1343
O  -1.5144  -0.0907  -0.4257
O  0.1908  1.4090  -0.3374
H  -2.7072  2.5253  0.5337
H  -0.8235  2.6713  1.2405
H  -1.9434  1.2793  1.7744
H  0.8487  0.6662  -0.5492
C  0.7593  -1.8201  -0.2842
N  2.0547  -1.1280  -0.4511
H  0.3826  -1.4258  0.6857
H  0.7082  -2.9117  -0.5385
H  -0.0246  -1.3652  -0.9951
H  2.7868  -1.5816  -0.0217
H  2.1459  -1.1132  -1.4429

Atoms 1-6, force components in eV/Å:
0.3 3.4 -2.1
3.3 2.9 2.8
-1.8 -1.9 -1.4
-0.2 -1.2 -0.5
2.5 -1.7 1.3
-2.6 -1.7 -0.7

---

# 3
The following is a quantum chemistry calculation of an isolated ion of composition C11H23FN3O3 and charge +1 in a non-equilibrium geometry, from the Open Molecules 2025 dataset.

Calculated values
Structure (SMILES): CCOCN(CCC(C)C)/C(NCC(=O)F)=[NH+]\O
Charge: +1
Orbital gap (eV): 9.08

Atoms and positions in Å:
C  2.9854  -2.6656  1.5263
C  2.7352  -1.4067  0.7067
O  1.3710  -1.3465  0.3037
C  1.0224  -0.0798  -0.2174
N  0.0386  -0.3600  -1.2560
C  -0.5670  0.8274  -1.9761
C  0.1619  2.1506  -1.8425
C  -0.1017  3.0810  -0.6206
C  1.1520  3.2711  0.2496
C  -1.2894  2.7211  0.2537
C  -0.9298  -1.1770  -0.7250
N  -1.7018  -0.8016  0.3863
C  -1.6976  -1.7637  1.5314
C  -3.0783  -1.7924  2.1238
O  -3.9301  -2.6258  1.8962
F  -3.3068  -0.7244  2.9001
N  -1.1248  -2.3395  -1.2648
O  -0.3351  -2.8371  -2.2634
H  2.1256  -3.3189  1.5053
H  3.2530  -2.4177  2.5427
H  3.8154  -3.2110  1.0995
H  2.9917  -0.5338  1.2995
H  3.3669  -1.4126  -0.1778
H  0.6160  0.5114  0.6008
H  1.8867  0.3907  -0.6598
H  -1.6176  0.9161  -1.7205
H  -0.5460  0.5700  -3.0289
H  -0.1299  2.7079  -2.7245
H  1.2256  1.9999  -1.9588
H  -0.3135  4.0603  -1.0281
H  1.1179  2.6456  1.1342
H  1.2266  4.2975  0.5849
H  2.0620  3.0381  -0.2908
H  -2.1727  2.4291  -0.3024
H  -1.5714  3.6023  0.8188
H  -1.0627  1.9601  0.9894
H  -2.6491  -0.6379  0.0613
H  -1.0160  -1.3823  2.2816
H  -1.3991  -2.7671  1.2679
H  -1.8364  -2.9725  -0.9164
H  -0.7771  -2.6062  -3.0899

Atoms 1-6, force components in eV/Å:
0.2 0.3 -0.3
0.3 -0.4 0.3
-0.4 0.2 -0.1
0.1 -0.7 0.6
-0.3 0.5 -0.1
0.2 -0.4 -0.4

---

# 4
The following is a quantum chemistry calculation of C13H6Br4Cl2FN2O6Ru as an isolated structure in a non-equilibrium geometry, from the Open Molecules 2025 dataset.

Calculated values
Relative energy (zero: lowest compared OMol25 entry of this formula, charge and spin) (eV): 0.000
Charge: +1
Orbital gap (eV): 5.42

Atoms and positions in Å:
Ru  1.2199  -0.4160  0.6426
Br  5.1832  2.4762  -4.2054
C  4.2866  1.2907  -3.0879
C  4.5021  -0.1601  -3.2699
Br  5.6555  -0.7332  -4.6102
C  3.8796  -1.0778  -2.4883
Br  4.0867  -2.9217  -2.6314
C  2.9790  -0.6015  -1.4821
O  2.3034  -1.3386  -0.7252
C  2.7845  0.8406  -1.2809
O  2.0093  1.1428  -0.3446
C  3.4591  1.7764  -2.1271
Br  3.1282  3.5804  -1.8093
F  -5.9073  0.2322  -1.5178
C  -5.0375  0.2463  -0.5142
C  -4.2265  -0.7843  -0.2852
N  -3.3270  -0.7732  0.7700
C  -2.3925  -1.8515  0.9947
C  -0.9734  -1.3984  0.7770
O  0.0108  -2.0118  1.2739
O  -0.7191  -0.3562  0.0826
C  -3.1893  0.3190  1.5977
O  -2.3487  0.3470  2.4807
N  -4.0609  1.3458  1.3514
C  -5.0135  1.4445  0.3270
O  -5.7056  2.4171  0.1973
H  -4.2474  -1.6709  -0.9024
H  -2.6124  -2.6727  0.3133
H  -2.4602  -2.2266  2.0154
H  -3.9850  2.1470  1.9632
Cl  0.5800  0.6998  2.8455
C  2.2026  0.3405  3.4571
Cl  3.0524  -0.6703  2.2393
H  2.1217  -0.2406  4.3675
H  2.7617  1.2591  3.5860

Atoms 1-6, force components in eV/Å:
0.3 0.0 1.3
0.0 0.0 0.0
0.1 -0.1 -0.1
0.1 0.2 -0.1
0.0 0.0 0.0
-0.1 0.0 0.2

---

# 5
The following is a quantum chemistry calculation of the molecule C2H5N3O3 in a non-equilibrium geometry, from the Open Molecules 2025 dataset.

Calculated values
Structure (SMILES): NC(=O)NO/C=N/O
Relative energy (zero: lowest compared OMol25 entry of this formula, charge and spin) (eV): 5.105
Orbital gap (eV): 9.16

Atoms and positions in Å:
N  1.8932  -1.1391  -0.6450
C  1.3090  -0.1243  0.2842
O  1.1727  0.0610  1.4540
N  0.7743  0.8993  -0.6167
O  -0.3198  1.5870  -0.0938
C  -1.3801  0.8225  -0.0291
N  -1.1692  -0.5707  -0.1982
O  -2.1902  -1.1903  0.1549
H  2.5097  -1.7434  -0.0991
H  2.3757  -0.4924  -1.4034
H  0.4187  0.6246  -1.5575
H  -2.3524  1.4449  -0.1102
H  -2.3139  -2.0108  -0.2621

Atoms 1-6, force components in eV/Å:
0.4 3.3 1.1
-1.2 0.7 -3.1
1.0 -1.5 -0.1
0.4 -0.1 -0.8
1.1 1.4 0.2
-1.1 -5.2 -1.7

---

# 6
The following is a quantum chemistry calculation of C3H4O3Tl as an isolated structure in a non-equilibrium geometry, from the Open Molecules 2025 dataset.

Calculated values
Relative energy (zero: lowest compared OMol25 entry of this formula, charge and spin) (eV): 0.802
Charge: -1
Orbital gap (eV): 6.94

Atoms and positions in Å:
C  -0.8302  -0.2370  -0.2667
O  2.2501  1.0968  0.5325
C  1.0975  0.7487  0.8021
C  -1.5714  -0.5814  -1.3486
O  0.3836  0.3393  -0.3834
O  0.5026  0.6380  1.8775
H  -1.2378  -0.2576  0.7482
H  -1.2014  -0.4101  -2.3636
H  -2.6113  -0.8781  -1.1887
Tl  -0.8601  -3.0967  -1.2793
H  -0.3396  -2.6783  0.7318

Atoms 1-6, force components in eV/Å:
0.6 1.4 0.4
-0.6 0.1 -0.3
1.5 -0.1 1.6
0.0 0.0 -0.2
-1.7 -1.1 -1.1
-0.5 0.1 -0.4

---

# 7
The following is a quantum chemistry calculation of a 2-piece molecular cluster, C2H6N2 overall in a non-equilibrium geometry, from the Open Molecules 2025 dataset.

Calculated values
Multiplicity: 3
Relative energy (zero: lowest compared OMol25 entry of this formula, charge and spin) (eV): 2.573
Expectation value of S²: 2.0063
Orbital gap (spin up / spin down) (eV): 6.99 / 8.82

Atoms and positions in Å:
C  0.4577  -0.3553  -0.5673
C  0.0602  0.2524  1.5447
N  -0.8211  -0.5509  -1.1029
N  0.0215  0.6296  -1.4179
H  1.3203  -0.9023  -0.6631
H  -0.8636  0.7452  1.4225
H  0.9395  0.8896  1.7933
H  0.0626  -0.8411  1.8355
H  -0.8081  -1.2483  -1.9227
H  -0.3689  1.3811  -0.9221

Atoms 1-6, force components in eV/Å:
-1.0 -0.4 -2.5
0.8 -0.1 4.2
-0.1 -1.8 -0.8
0.9 -0.4 -1.6
1.9 -1.4 -0.2
-0.9 0.3 -0.2

---

# 8
The following is a quantum chemistry calculation of C42H28AuCl5O3P2S as an isolated structure in a non-equilibrium geometry, from the Open Molecules 2025 dataset.

Calculated values
Relative energy (zero: lowest compared OMol25 entry of this formula, charge and spin) (eV): 0.000
Charge: +2
Orbital gap (eV): 4.99

Atoms and positions in Å:
Au  -1.2785  0.0346  1.0993
O  -1.1340  -0.5509  -3.8055
S  -0.3969  -0.5915  -2.5280
C  -0.1608  -2.3611  -2.1811
C  -0.1981  -3.1666  -3.3099
C  -0.1231  -4.5445  -3.1894
C  -0.0450  -5.1196  -1.9315
C  -0.0599  -4.3251  -0.7984
C  -0.1049  -2.9289  -0.9000
P  -0.0550  -2.0759  0.7260
C  -0.8571  -3.2099  1.8742
C  -0.1234  -4.0078  2.7545
C  -0.7943  -4.8546  3.6207
C  -2.1832  -4.8984  3.6248
C  -2.9120  -4.1088  2.7430
C  -2.2535  -3.2620  1.8723
C  1.6560  -1.9977  1.2481
C  2.6833  -2.5468  0.4855
C  3.9742  -2.5286  0.9887
C  4.2400  -1.9400  2.2176
C  3.2154  -1.3637  2.9609
C  1.9216  -1.3829  2.4753
C  1.2782  -0.0348  -3.0161
C  2.1007  -0.8051  -3.8176
C  3.2046  -0.2219  -4.4283
C  3.4862  1.1226  -4.2530
C  2.7126  1.8861  -3.3925
C  1.6105  1.3117  -2.7648
P  0.8204  2.2110  -1.4121
C  1.6228  3.7351  -0.9532
C  2.7973  3.6955  -0.1980
C  3.3541  4.8828  0.2424
C  2.7467  6.0941  -0.0664
C  1.5920  6.1291  -0.8363
C  1.0206  4.9497  -1.2828
C  -0.9337  2.4759  -1.6066
C  -1.6358  2.8102  -0.4428
C  -2.9845  3.1066  -0.5262
C  -3.6202  3.0762  -1.7631
C  -2.9148  2.7553  -2.9144
C  -1.5611  2.4614  -2.8481
H  -0.3237  -2.6950  -4.2763
H  -0.1470  -5.1635  -4.0760
H  0.0067  -6.1944  -1.8243
H  -0.0357  -4.7914  0.1764
H  0.9578  -3.9795  2.7567
H  -0.2285  -5.4803  4.2973
H  -2.6967  -5.5483  4.3202
H  -3.9927  -4.1505  2.7412
H  -2.8109  -2.6348  1.1879
H  2.4817  -3.0082  -0.4720
H  4.7705  -2.9819  0.4143
H  5.2523  -1.9280  2.5984
H  3.4262  -0.9069  3.9181
H  1.1073  -0.9365  3.0364
H  1.8795  -1.8488  -3.9888
H  3.8392  -0.8307  -5.0584
H  4.3217  1.5742  -4.7697
H  2.9610  2.9222  -3.1992
H  3.2541  2.7461  0.0494
H  4.2617  4.8672  0.8299
H  3.1746  7.0177  0.2992
H  1.1318  7.0751  -1.0863
H  0.1129  4.9683  -1.8727
H  -1.1119  2.8657  0.5076
H  -3.5307  3.3746  0.3686
H  -4.6721  3.3181  -1.8328
H  -3.4153  2.7433  -3.8725
H  -1.0056  2.2200  -3.7441
Cl  -4.6880  -0.8190  1.4697
C  -4.0208  0.3704  2.5110
C  -2.6561  0.6398  2.4558
C  -2.1454  1.5710  3.3628
Cl  -0.4419  1.8775  3.3624
C  -2.9534  2.2678  4.2556
Cl  -2.2779  3.3956  5.3431
C  -4.3326  2.0274  4.2420
Cl  -5.3578  2.9175  5.2683
C  -4.8668  1.0592  3.3817
Cl  -6.5433  0.7437  3.3916
O  1.1326  1.3384  -0.0988
O  0.4758  0.0857  -0.1406

Atoms 1-6, force components in eV/Å:
1.9 0.4 -0.9
-0.1 -0.1 -0.3
-0.3 0.1 -0.2
0.3 0.2 0.0
0.0 0.0 0.1
0.0 -0.1 0.0